(1)
DFT (the ωB97M-V functional and the def2-TZVPD basis) results for a molecular structure, C48H64N2O4S2SeSr.

Kohn-Sham gap = 5.250 eV
Lowest unoccupied orbital energy = 3.66 eV
Total charge = -2
Energy relative to the best compared isomer or geometry (same formula, charge and spin) = 0.717 eV
Highest occupied orbital energy = -0.0585 Ha
2S+1 = 1

Cartesian coordinates (Å):
Sr  -0.03  -0.12  -0.38
C  -6.35  -3.44  3.31
C  -6.11  -1.93  3.18
C  -5.77  -1.39  4.57
C  -7.41  -1.25  2.72
C  -5.00  -1.66  2.18
C  -3.83  -0.99  2.49
C  -2.84  -0.78  1.54
Se  -1.22  0.08  2.12
C  -0.35  -1.51  2.79
C  -0.58  -1.84  4.12
C  -0.05  -3.00  4.65
C  0.72  -3.79  3.80
C  0.97  -3.50  2.47
C  0.41  -2.30  1.90
O  0.57  -1.95  0.66
C  1.85  -4.42  1.62
C  1.03  -5.00  0.45
C  2.39  -5.61  2.41
C  3.06  -3.63  1.09
C  -0.29  -3.45  6.09
C  -0.99  -4.82  6.10
C  -1.18  -2.47  6.86
C  1.05  -3.56  6.84
C  -2.95  -1.23  0.20
O  -2.01  -1.02  -0.66
C  -4.17  -1.92  -0.13
C  -5.13  -2.10  0.85
C  -4.38  -2.43  -1.55
C  -5.74  -3.13  -1.72
C  -4.33  -1.26  -2.54
C  -3.29  -3.46  -1.89
H  -7.14  -3.65  4.04
H  -6.65  -3.88  2.35
H  -5.43  -3.94  3.63
H  -6.59  -1.61  5.27
H  -4.87  -1.86  4.96
H  -5.63  -0.31  4.55
H  -8.22  -1.43  3.44
H  -7.26  -0.18  2.62
H  -7.74  -1.64  1.75
H  -3.65  -0.61  3.49
H  -1.18  -1.17  4.71
H  1.15  -4.70  4.20
H  0.25  -5.66  0.83
H  0.55  -4.21  -0.12
H  1.67  -5.57  -0.22
H  1.59  -6.25  2.79
H  3.01  -6.22  1.74
H  3.02  -5.29  3.24
H  2.75  -2.76  0.51
H  3.67  -3.28  1.92
H  3.68  -4.26  0.45
H  -1.94  -4.75  5.57
H  -0.38  -5.58  5.61
H  -1.19  -5.14  7.13
H  -2.15  -2.36  6.38
H  -1.34  -2.83  7.88
H  -0.71  -1.48  6.92
H  1.71  -4.29  6.36
H  1.56  -2.60  6.84
H  0.88  -3.88  7.87
H  -6.04  -2.61  0.59
H  -6.57  -2.44  -1.53
H  -5.83  -3.47  -2.75
H  -5.83  -3.99  -1.06
H  -5.11  -0.53  -2.30
H  -3.36  -0.76  -2.49
H  -4.49  -1.62  -3.56
H  -3.35  -4.31  -1.21
H  -3.42  -3.83  -2.92
H  -2.31  -3.01  -1.80
O  0.97  -2.24  -2.13
H  0.97  -2.33  -1.16
H  0.07  -1.95  -2.34
N  -0.19  0.99  -2.40
C  -0.82  1.98  -2.82
C  -1.67  2.89  -1.95
C  -1.66  4.27  -2.10
C  -2.41  5.09  -1.25
C  -3.19  4.52  -0.26
C  -3.22  3.14  -0.11
C  -2.47  2.34  -0.95
C  -0.81  2.36  -4.30
C  -1.94  2.85  -4.95
C  -1.92  3.09  -6.32
C  -0.76  2.87  -7.05
C  0.37  2.38  -6.40
C  0.34  2.12  -5.04
H  -1.05  4.72  -2.88
H  -2.38  6.16  -1.38
H  -3.79  5.16  0.39
H  -3.83  2.69  0.67
H  -2.52  1.26  -0.85
H  -2.85  3.02  -4.38
H  -2.81  3.45  -6.82
H  -0.74  3.08  -8.11
H  1.27  2.20  -6.97
H  1.20  1.71  -4.53
C  3.71  -0.73  -2.79
O  4.88  0.07  -2.73
C  5.30  0.54  -1.52
S  6.66  1.53  -1.62
S  4.44  0.18  -0.12
H  3.65  -1.08  -3.82
H  2.81  -0.16  -2.54
H  3.77  -1.58  -2.11
C  2.44  4.75  2.15
C  1.17  4.82  1.30
C  1.43  5.60  0.00
C  0.02  5.46  2.09
C  0.79  3.45  0.94
N  0.52  2.38  0.63
H  2.77  5.76  2.39
H  3.24  4.24  1.60
H  2.26  4.21  3.07
H  1.72  6.63  0.25
H  0.54  5.62  -0.62
H  2.23  5.13  -0.57
H  0.29  6.48  2.36
H  -0.18  4.90  3.00
H  -0.89  5.48  1.49


(2)
DFT (the ωB97M-V functional and the def2-TZVPD basis) results for a molecular structure, C27H46BrNP2SSr.

Kohn-Sham gap = 5.075 eV
Lowest unoccupied orbital energy = -7.65 eV
Total charge = +2
Energy relative to the best compared isomer or geometry (same formula, charge and spin) = 0.000 eV
Highest occupied orbital energy = -0.4678 Ha
2S+1 = 1

Cartesian coordinates (Å):
N  -4.75  4.61  -1.64
C  -4.10  5.08  -0.59
C  -2.74  4.80  -0.38
C  -2.06  3.97  -1.30
C  -2.79  3.51  -2.43
C  -4.13  3.88  -2.56
C  -0.64  3.60  -1.12
Sr  0.67  2.60  0.80
P  4.16  1.01  0.44
C  -0.04  2.44  -1.63
C  -0.58  1.07  -1.55
C  -0.03  0.04  -2.37
C  -0.32  -1.29  -2.14
C  -1.19  -1.66  -1.08
C  -1.83  -0.64  -0.35
C  -1.58  0.71  -0.60
Br  1.09  -2.36  0.32
H  0.04  4.46  -0.89
H  0.84  2.56  -2.30
H  -2.24  5.21  0.50
H  -2.34  2.90  -3.21
H  -4.65  5.73  0.10
H  -4.71  3.60  -3.44
H  0.67  0.32  -3.16
H  -2.18  1.49  -0.12
H  0.18  -2.07  -2.74
H  -2.53  -0.90  0.46
P  -1.44  -3.39  -0.61
C  3.43  2.66  0.53
C  4.45  3.79  0.41
H  2.95  2.70  1.54
H  2.73  2.72  -0.34
H  3.95  4.75  0.59
H  5.27  3.69  1.13
H  4.90  3.81  -0.59
C  3.46  0.04  -0.96
C  4.33  -1.18  -1.29
H  3.35  0.72  -1.82
H  2.47  -0.34  -0.65
H  3.98  -1.64  -2.22
H  5.39  -0.94  -1.41
H  4.24  -1.94  -0.51
C  3.62  0.05  1.90
C  4.77  -0.80  2.45
H  2.81  -0.59  1.52
H  3.22  0.73  2.68
H  4.39  -1.56  3.14
H  5.31  -1.32  1.65
H  5.51  -0.19  3.01
C  -1.58  -3.54  1.19
C  -1.31  -4.96  1.66
H  -2.58  -3.21  1.48
H  -0.85  -2.84  1.63
H  -2.15  -5.63  1.46
H  -0.40  -5.39  1.23
H  -1.17  -4.91  2.74
C  -0.21  -4.47  -1.43
C  -0.45  -4.78  -2.89
H  -0.12  -5.37  -0.81
H  0.76  -3.94  -1.31
H  -1.16  -5.61  -3.03
H  -0.83  -3.91  -3.46
H  0.50  -5.09  -3.36
C  -3.05  -3.87  -1.27
C  -4.30  -3.58  -0.46
H  -2.93  -4.95  -1.45
H  -3.11  -3.38  -2.25
H  -4.63  -2.55  -0.62
H  -5.10  -4.24  -0.82
H  -4.18  -3.75  0.62
C  -0.72  3.98  3.97
S  -1.49  2.78  2.82
C  -0.72  1.25  3.53
H  -0.33  4.83  3.39
H  0.09  3.51  4.55
H  -1.52  4.30  4.65
H  0.10  1.51  4.22
H  -1.53  0.76  4.09
H  -0.37  0.58  2.73


(3)
DFT (the ωB97M-V functional and the def2-TZVPD basis) results for a molecular structure, C24H23F6P2ReSbSe4.

Kohn-Sham gap (spin up / spin down) = 5.449 / 4.876 eV
Lowest unoccupied orbital energy (spin up / spin down) = -8.17 / -8.24 eV
Total charge = +2
Highest occupied orbital energy (spin up / spin down) = -0.5003 / -0.4822 Ha
2S+1 = 2
⟨S²⟩ = 1.222

Cartesian coordinates (Å):
Re  1.21  0.03  0.56
C  -4.58  0.87  -4.96
C  -4.23  -0.46  -4.79
C  -3.51  -0.83  -3.65
C  -2.90  0.17  -2.81
C  -3.43  1.49  -2.90
C  -4.29  1.80  -3.97
P  -1.51  -0.26  -1.82
C  -0.95  -1.91  -2.10
C  -0.74  -2.85  -1.05
C  -0.09  -4.03  -1.36
C  0.32  -4.31  -2.67
C  0.00  -3.48  -3.74
C  -0.63  -2.28  -3.45
C  -1.86  0.04  -0.15
C  -3.25  0.00  0.23
C  -3.55  0.11  1.58
C  -2.54  0.31  2.55
C  -1.23  0.26  2.10
C  -0.77  0.19  0.75
H  -5.11  1.17  -5.86
H  -4.55  -1.23  -5.48
H  -3.37  -1.87  -3.38
H  -3.26  2.23  -2.11
H  -4.71  2.78  -4.04
H  -1.12  -2.70  -0.04
H  0.16  -4.73  -0.56
H  0.86  -5.28  -2.85
H  0.24  -3.74  -4.75
H  -0.87  -1.58  -4.23
H  -4.04  -0.15  -0.56
H  -4.59  0.02  1.90
H  -2.74  0.41  3.64
H  -0.45  0.27  2.86
C  2.17  0.92  5.05
C  2.32  2.21  4.18
C  1.03  3.01  4.19
C  3.48  3.09  4.80
C  2.62  1.71  2.80
C  1.87  1.13  1.88
H  2.06  1.13  6.12
H  3.06  0.27  4.96
H  1.30  0.35  4.74
H  0.78  3.19  5.26
H  0.22  2.45  3.72
H  1.12  3.97  3.72
H  3.09  3.59  5.68
H  3.77  3.91  4.13
H  4.31  2.44  5.13
F  -0.24  0.74  -2.25
P  3.00  0.14  -2.81
F  2.33  -0.08  -4.24
F  3.11  0.36  -1.22
F  2.74  -1.44  -2.50
F  4.47  0.13  -3.25
F  2.55  1.68  -2.92
Se  5.78  -1.56  0.37
Sb  3.96  -0.99  2.00
Se  1.69  -2.20  1.15
Se  4.57  1.58  2.49
Se  4.89  -2.20  3.95


(4)
DFT (the ωB97M-V functional and the def2-TZVPD basis) results for 9 unconnected molecules or ions with the total composition H18O9.

Kohn-Sham gap = 10.026 eV
Lowest unoccupied orbital energy = -0.03 eV
Energy relative to the best compared isomer or geometry (same formula, charge and spin) = 3.865 eV
Highest occupied orbital energy = -0.3697 Ha
2S+1 = 1
SMILES string = O.O.O.O.O.O.O.O.O

Cartesian coordinates (Å):
O  0.85  1.16  -0.50
H  1.72  1.51  -0.71
H  0.75  1.33  0.45
O  1.99  -1.29  -3.40
H  1.39  -1.89  -2.95
H  2.83  -1.42  -2.94
O  -0.29  -1.85  -1.72
H  -0.16  -0.90  -1.71
H  -1.04  -1.98  -2.31
O  -2.07  0.81  -0.10
H  -2.37  0.18  0.57
H  -1.13  0.90  0.09
O  -3.12  -0.92  -0.48
H  -2.27  -1.35  -0.32
H  -3.77  -1.57  -0.18
O  -2.19  -0.87  2.95
H  -2.62  -0.08  2.61
H  -1.25  -0.66  2.90
O  0.28  0.40  2.88
H  -0.04  0.35  3.78
H  0.82  1.20  2.86
O  1.86  3.57  -1.38
H  2.46  3.22  -2.05
H  1.21  4.08  -1.88
O  1.93  -1.45  1.52
H  2.27  -1.94  0.77
H  1.93  -0.53  1.22


(5)
DFT (the ωB97M-V functional and the def2-TZVPD basis) results for a gas-phase ion, C7H11O2 (charge +1).

Kohn-Sham gap = 8.067 eV
Lowest unoccupied orbital energy = -5.58 eV
Total charge = +1
Energy relative to the best compared isomer or geometry (same formula, charge and spin) = 1.188 eV
Highest occupied orbital energy = -0.5015 Ha
2S+1 = 1

Cartesian coordinates (Å):
C  2.29  -0.32  -1.09
C  1.08  0.81  0.79
C  2.39  0.11  0.31
C  -1.99  -0.87  0.38
C  -0.60  -1.00  -0.28
C  -2.27  0.62  0.05
C  0.00  0.39  -0.34
O  2.65  -0.60  -2.13
O  -1.07  1.25  -0.45
H  0.90  0.45  1.76
H  1.07  1.94  0.91
H  2.53  -0.82  0.92
H  3.21  0.89  0.29
H  -2.71  -1.48  -0.05
H  -1.86  -0.81  1.54
H  0.11  -1.81  0.04
H  -0.64  -1.27  -1.29
H  -2.99  0.80  -0.92
H  -2.71  1.20  0.82
H  0.62  0.51  -1.24


(6)
DFT (the ωB97M-V functional and the def2-TZVPD basis) results for 2 unconnected molecules or ions with the total composition C18H35BrFIN3O6.

Kohn-Sham gap = 9.628 eV
Lowest unoccupied orbital energy = -2.94 eV
Total charge = +1
Energy relative to the best compared isomer or geometry (same formula, charge and spin) = 0.000 eV
Highest occupied orbital energy = -0.4620 Ha
2S+1 = 1

Cartesian coordinates (Å):
C  -1.68  4.75  3.48
C  -0.79  4.22  2.36
C  -1.50  3.31  1.34
Br  -2.93  4.33  0.52
C  -0.48  2.79  0.31
N  0.11  1.44  0.63
C  0.36  1.02  2.07
C  -0.36  -0.28  2.43
F  1.70  0.86  2.24
C  1.18  1.20  -0.43
I  2.93  2.43  -0.21
C  1.45  -0.29  -0.56
C  2.61  -0.67  -1.49
C  3.88  -1.09  -0.74
C  5.17  -0.66  -1.43
O  6.16  -1.65  -1.17
C  0.41  1.75  -1.67
C  -0.80  2.64  -1.21
N  -0.64  3.94  -1.83
C  -2.14  1.90  -1.51
O  -2.84  2.47  -2.60
N  -2.63  1.63  -3.80
O  -3.64  1.39  -4.30
H  -2.09  3.93  4.08
H  -2.47  5.39  3.11
H  -1.07  5.34  4.15
H  0.08  3.72  2.78
H  -0.40  5.07  1.79
H  -1.97  2.48  1.87
H  0.32  3.53  0.28
H  -0.61  0.78  0.32
H  0.06  1.82  2.74
H  -1.16  -0.53  1.73
H  0.36  -1.10  2.47
H  -0.82  -0.17  3.41
H  0.52  -0.76  -0.91
H  1.65  -0.70  0.43
H  2.26  -1.54  -2.06
H  2.82  0.11  -2.22
H  3.88  -0.72  0.29
H  3.92  -2.18  -0.68
H  5.02  -0.58  -2.51
H  5.51  0.30  -1.03
H  7.02  -1.23  -1.08
H  1.07  2.28  -2.34
H  0.08  0.88  -2.24
H  -0.22  3.86  -2.74
H  -1.54  4.39  -1.97
H  -2.81  1.90  -0.65
H  -1.94  0.84  -1.74
C  -3.63  -5.30  -1.06
C  -3.31  -4.67  0.28
O  -2.13  -5.25  0.87
C  -0.97  -4.80  0.42
O  -0.82  -3.92  -0.41
O  0.00  -5.46  1.03
C  1.33  -5.12  0.61
H  -3.71  -6.39  -0.96
H  -4.58  -4.92  -1.43
H  -2.86  -5.08  -1.79
H  -4.10  -4.87  1.00
H  -3.18  -3.59  0.19
H  1.49  -4.05  0.68
H  1.50  -5.45  -0.41
H  2.00  -5.65  1.28


Looking at F_max for the records above, in order, we have 0.07176, 0.05903, 0.06460, 0.07389, 0.10313, 0.02273 Eh/bohr.